No. 1
69
Properties=species:S:1:pos:R:3 method="wB97M-V/def2-TZVPD" relative_energy_kj_mol=55.3 lumo_energy_ev="-4.51 / -5.53" charge=+1 energy_ha=-3284.865636 gap_ev="6.6 / 5.6" largest_force_ev_per_a=2.04 multiplicity=2 homo_ev="-11.126 / -11.146"
Tl -0.1882 0.6388 -0.1463
C 3.0863 -0.4051 -0.4094
C 2.9048 -1.1959 0.8727
C 1.6750 -2.0557 0.8740
C 1.5187 -3.0405 1.8416
C 0.4668 -3.9284 1.7364
C -0.3652 -3.8528 0.6266
C -0.1806 -2.8110 -0.2524
N 0.7891 -1.8902 -0.1131
N 2.3647 0.8880 -0.4793
C 2.8744 1.8396 0.4950
C 1.9908 3.0386 0.7160
C 2.4387 4.0141 1.5996
C 1.6498 5.1144 1.8417
C 0.4639 5.2575 1.1312
C 0.1015 4.2631 0.2559
N 0.8272 3.1428 0.0746
C 2.4580 1.4476 -1.8273
C 1.7381 0.6044 -2.8342
C 2.2986 0.2370 -4.0428
C 1.5325 -0.4953 -4.9390
C 0.2326 -0.8377 -4.6023
C -0.2602 -0.4334 -3.3742
N 0.4910 0.2649 -2.5190
H 2.7369 -1.0165 -1.2387
H 4.1533 -0.2053 -0.5607
H 2.8972 -0.5660 1.7636
H 3.7665 -1.8572 0.9786
H 2.2172 -3.0914 2.6687
H 0.3077 -4.6833 2.4954
H -1.1547 -4.5749 0.4655
H -0.8263 -2.6932 -1.1152
H 3.8626 2.2031 0.1853
H 3.0013 1.3525 1.4580
H 3.3796 3.8725 2.1181
H 1.9516 5.8595 2.5674
H -0.1743 6.1206 1.2678
H -0.7919 4.3676 -0.3385
H 3.5034 1.5720 -2.1273
H 1.9845 2.4286 -1.8169
H 3.3137 0.5278 -4.2839
H 1.9487 -0.7951 -5.8922
H -0.3911 -1.4049 -5.2798
H -1.2707 -0.6515 -3.0532
Cl -3.7322 1.5449 0.6600
C -2.2477 2.2606 0.4504
H -1.7286 2.5586 1.3570
H -2.1326 2.8174 -0.4689
F 0.6629 0.2571 2.1029
P 0.4277 1.0537 3.6007
F 1.0115 -0.2429 4.3059
F 0.2406 1.8415 4.9511
F 1.9292 1.6392 3.4128
F -0.1312 2.3278 2.7234
F -1.0509 0.4677 3.6286
I -7.2658 -4.7922 -0.4029
C -5.6242 -3.4974 -0.3239
C -5.0151 -3.2441 0.8982
C -3.9244 -2.3902 0.9493
C -3.4651 -1.7860 -0.2175
C -4.0810 -2.0432 -1.4370
C -5.1670 -2.9038 -1.4923
C -2.2803 -0.8726 -0.1548
O -1.8883 -0.2548 -1.1935
O -1.6746 -0.7563 0.9433
H -5.3874 -3.7071 1.8021
H -3.4289 -2.1800 1.8881
H -3.7145 -1.5629 -2.3347
H -5.6556 -3.1049 -2.4366


No. 2
61
Properties=species:S:1:pos:R:3 method="wB97M-V/def2-TZVPD" relative_energy_kj_mol=84.3 lumo_energy_ev=-6.34 charge=+2 energy_ha=-4372.229165 gap_ev=7.0 largest_force_ev_per_a=2.99 homo_ev=-13.300
Pb 0.8886 -0.5229 -0.3952
C -0.5150 -1.2812 2.6275
C -0.5781 0.1734 3.0641
C -1.0996 1.1712 2.0565
C -1.5728 2.3943 2.5384
C -1.9464 3.3750 1.6454
C -1.8504 3.1010 0.2834
C -1.3374 1.8923 -0.1362
N -1.0323 0.9066 0.7572
N 0.6771 -1.6659 1.8183
C 0.5429 -3.0920 1.4269
C -0.6171 -3.3314 0.4983
C -1.4457 -4.4304 0.6259
C -2.4529 -4.6182 -0.3118
C -2.6058 -3.6952 -1.3352
C -1.7440 -2.6157 -1.3823
N -0.7691 -2.4386 -0.4860
C 1.9289 -1.5279 2.5990
C 3.1703 -1.7081 1.7524
C 4.3373 -2.2430 2.2627
C 5.4640 -2.2787 1.4493
C 5.3882 -1.7852 0.1554
C 4.1789 -1.2840 -0.2872
N 3.0950 -1.2504 0.4968
H -1.3963 -1.5156 2.0307
H -0.5415 -1.9186 3.5179
H 0.4037 0.5375 3.3794
H -1.1920 0.2312 3.9636
H -1.6382 2.5526 3.6065
H -2.3275 4.3273 1.9890
H -2.1086 3.8432 -0.4598
H 0.2434 2.4781 -0.1944
H 0.4553 -3.7183 2.3201
H 1.4646 -3.3891 0.9192
H -1.3037 -5.1313 1.4373
H -3.1107 -5.4739 -0.2407
H -3.3769 -3.8057 -2.0839
H -1.8298 -1.8686 -2.1628
H 1.9317 -2.2312 3.4379
H 1.9705 -0.5230 3.0181
H 4.3715 -2.6193 3.2764
H 6.3914 -2.6904 1.8242
H 6.2462 -1.7933 -0.5012
H 4.0658 -0.8910 -1.2925
Cl -2.0168 5.8453 -5.5936
C -1.9135 4.5646 -4.4451
C -3.0673 4.1106 -3.8192
C -2.9762 3.0811 -2.8978
C -1.7453 2.5059 -2.5920
C -1.6569 1.4130 -1.5629
C -0.6045 2.9619 -3.2425
C -0.6817 3.9915 -4.1684
H -4.0227 4.5547 -4.0608
H -3.8813 2.7196 -2.4219
H -0.9547 0.6485 -1.9064
H -2.6268 0.9130 -1.4879
H 0.3615 2.4956 -3.0611
H 0.2027 4.3405 -4.6826
Se 1.6960 2.5776 0.2356
C 2.3502 2.0424 -1.4032
N 2.7137 1.5887 -2.3988


No. 3
63
Properties=species:S:1:pos:R:3 method="wB97M-V/def2-TZVPD" relative_energy_kj_mol=0.0 lumo_energy_ev="2.21 / 1.16" charge=-1 energy_ha=-2259.752671 gap_ev="4.0 / 6.3" largest_force_ev_per_a=0.38 multiplicity=5 homo_ev="-1.765 / -5.146"
Ir 0.6944 0.7375 0.0419
C -1.5489 3.2588 0.1732
C -2.0536 2.0321 -0.2400
C -1.0940 1.3919 -1.1410
C -0.0155 2.3523 -1.3064
C -0.3146 3.4805 -0.4617
C 0.5954 4.6403 -0.2518
C 0.7877 2.5065 -2.5685
C -1.5904 0.5267 -2.2840
C -3.3644 1.4572 0.1797
C -2.1512 4.1313 1.2338
H 1.3252 4.4031 0.5299
H 0.0447 5.5277 0.0633
H 1.1468 4.8802 -1.1631
H 0.3540 3.3012 -3.1852
H 0.7757 1.5905 -3.1541
H 1.8259 2.7683 -2.3586
H -2.6325 0.2479 -2.1283
H -1.0282 -0.3954 -2.4250
H -1.5471 1.0802 -3.2270
H -4.1888 2.0625 -0.2114
H -3.4548 1.4368 1.2663
H -3.4934 0.4367 -0.1786
H -2.8152 4.8942 0.8162
H -1.3727 4.6446 1.8008
H -2.7320 3.5313 1.9360
N -0.5989 -9.0657 -3.6746
C -0.3114 -7.9659 -3.4456
C 0.0429 -6.6284 -3.1716
C -0.7265 -5.8313 -2.2810
C -0.3872 -4.5357 -2.0126
C 0.7481 -3.9470 -2.6316
C 1.5283 -4.7379 -3.5164
C 1.1860 -6.0339 -3.7773
N 1.1011 -2.6270 -2.3548
C 1.9804 -1.8367 -3.0787
C 2.0139 -0.6138 -2.4722
N 1.1685 -0.6212 -1.4075
C 0.6375 -1.8532 -1.3422
H -1.6038 -6.2617 -1.8148
H -1.0105 -3.9535 -1.3464
H 2.4205 -4.3297 -3.9728
H 1.7988 -6.6260 -4.4449
H 2.4789 -2.1968 -3.9574
H 2.5965 0.2517 -2.7310
H -0.0307 -2.1887 -0.5703
Te 3.1524 1.2333 0.3379
O 1.7483 3.1029 2.5756
C 1.0024 2.1785 2.8406
N 0.1352 1.5773 1.9687
S -0.7147 0.3789 2.6651
O -0.4855 -0.8175 1.8751
O -2.0874 0.7097 2.9369
C 0.1495 0.4081 4.2104
C 0.0124 -0.3889 5.3282
C 0.7852 -0.0694 6.4364
C 1.6457 1.0264 6.4127
C 1.7577 1.8234 5.2831
C 0.9946 1.4998 4.1757
H -0.6644 -1.2329 5.3360
H 0.7208 -0.6775 7.3292
H 2.2374 1.2515 7.2909
H 2.4252 2.6740 5.2449


No. 4
60
Properties=species:S:1:pos:R:3 method="wB97M-V/def2-TZVPD" relative_energy_kj_mol=2133.2 lumo_energy_ev=0.40 energy_ha=-1852.395443 gap_ev=8.1 largest_force_ev_per_a=19.48 homo_ev=-7.710
C -0.1922 6.5746 1.4666
C 0.3396 5.1011 1.6153
C 1.5788 4.7133 0.6777
C 2.1880 3.5217 0.9738
H 3.0171 3.5300 0.1863
H 2.4710 3.6039 2.1038
C 1.1641 2.4813 0.8951
N 2.0258 1.1343 1.0186
C 1.2975 0.0466 1.3398
O -0.0260 0.0339 1.5987
C 2.1705 -1.3151 1.5502
C 3.1642 -1.4911 0.5052
C 3.5422 -2.6898 0.4062
C 3.3542 -3.7780 1.5854
C 2.3429 -3.4074 2.3235
C 1.5809 -2.1690 2.5168
H 0.6644 -1.9665 3.0626
H 1.9540 -4.1316 3.2448
H 3.8957 -4.7960 1.5055
H 4.4194 -3.0051 -0.0201
H 3.2976 -0.7925 -0.3194
H 2.9559 1.0306 1.0125
C 1.0634 2.1184 -0.6353
O 1.7420 2.4106 -1.4342
O 0.0474 1.5398 -1.0069
C -0.4798 0.7901 -2.0771
H -1.6709 1.1179 -2.3744
H 0.3275 1.1267 -2.8285
C -0.1890 -0.5353 -1.6776
O 0.9262 -1.0224 -1.8374
N -1.0831 -1.4704 -1.5093
C -2.4578 -0.9084 -1.3326
C -2.7261 -0.0663 -0.2108
C -4.1140 0.5080 -0.0533
C -5.1324 -0.0304 -0.7354
C -4.7366 -1.2176 -1.5806
C -3.5088 -1.5302 -2.0659
S -3.3920 -2.8853 -2.8160
C -1.8994 -3.6125 -2.1780
C -1.6776 -4.9551 -2.1024
C -0.8940 -5.6379 -1.5095
C 0.1630 -4.7589 -0.5859
C -0.0072 -3.3373 -0.7618
C -1.1387 -2.7200 -1.5028
H 0.8124 -2.7618 -0.2505
H 0.8657 -5.3812 -0.4174
H -0.7489 -6.6798 -1.6759
H -2.6774 -5.6176 -2.8899
H -5.5779 -1.5691 -2.2898
H -6.0116 0.3380 -0.4408
H -4.1532 1.1313 0.7256
H -1.8580 0.3200 0.3059
H 0.3966 2.2362 1.1988
H 2.1726 5.6436 0.8356
H 1.0380 4.7970 -0.2628
H 0.7272 5.0537 2.9068
H -0.4179 4.5681 1.4739
H 0.6554 7.4345 1.6287
H -0.4404 6.6383 0.4267
H -1.1504 6.6961 2.2916